DFT (ωB97M-V/def2-TZVPD) results for one molecule with the formula C4H6N2O3 at a distorted geometry.

HOMO (eV): -9.86
SMILES: C/C(=N/C(N)=O)C(=O)O

Positions of all 15 atoms, in Å:
C1 1.17622 -1.73335 0.45064
C2 0.60344 -0.44880 -0.02049
N1 1.29764 0.62497 -0.04118
C3 0.77735 1.84049 -0.36006
N2 -0.73280 1.83322 -0.00478
O1 1.22942 2.67448 -1.07567
C4 -0.85453 -0.36800 -0.39418
O2 -0.98899 -0.70465 -1.57904
O3 -1.72027 -0.75142 0.58035
H1 2.26769 -1.68243 0.42313
H2 0.88201 -1.90010 1.49188
H3 0.81509 -2.56633 -0.15742
H4 -0.97470 1.72489 0.97163
H5 -1.26203 2.57082 -0.44136
H6 -2.51553 -1.11382 0.15655

DFT (ωB97M-V/def2-TZVPD) results for one molecule with the formula C4H6N2O3S at a distorted geometry.

HOMO (eV): -8.03
SMILES: NS(=O)(=O)/C=C1\NC=CO1

Positions of all 16 atoms, in Å:
N1 2.47970 -1.07852 1.12086
S1 1.90920 0.01330 0.00382
O1 1.51301 -0.68715 -1.11723
O2 3.00813 0.97455 -0.10998
C1 0.51259 0.91952 0.65320
C2 -0.66688 0.66712 0.13885
N2 -1.04093 -0.42041 -0.66433
C3 -2.38786 -0.31595 -0.93871
C4 -2.86216 0.66982 -0.12489
O3 -1.79735 1.29878 0.51752
H1 2.21365 -2.00728 1.20639
H2 3.39648 -0.92154 0.85136
H3 0.73662 1.89829 1.01130
H4 -0.31407 -1.06894 -1.03986
H5 -2.88335 -1.04780 -1.43629
H6 -3.81675 1.10621 -0.07203

DFT (ωB97M-V/def2-TZVPD) results for a 2-piece molecular cluster, C4H6N2O6 overall at a distorted geometry.

Net charge: -2
HOMO (eV): 0.32

Positions of all 18 atoms, in Å:
C1 1.44119 -1.44858 -0.41711
C2 0.14906 -1.92977 -0.48585
C3 1.94137 -0.20634 0.04663
C4 -0.98454 -0.28899 1.02982
N1 -0.96264 -1.34921 -0.02933
N2 0.97109 0.66974 0.26337
O1 -2.15191 -1.05164 -0.99168
O2 1.61109 2.00150 0.22666
O3 3.18711 0.12386 0.08813
O4 -1.61167 2.45828 -0.65012
O5 -1.93710 0.47950 0.90678
O6 -0.41210 -0.71919 2.04035
H1 2.25541 -2.24263 -0.41437
H2 -0.03661 -2.93665 -0.83133
H3 2.58250 1.84496 -0.01422
H4 -1.95902 3.20963 -0.15545
H5 -1.70611 1.64614 -0.09140
H6 -2.37711 -0.26061 -0.52089

DFT (ωB97M-V/def2-TZVPD) results for one molecule with the formula C4H6N2O6.

HOMO (eV): -11.41
SMILES: CC(=O)OC(C)([N+](=O)[O-])[N+](=O)[O-]

Positions of all 18 atoms, in Å:
C1 2.43431 -0.11585 -1.44178
C2 1.44806 0.32367 -0.41762
O1 1.53629 1.23876 0.34468
O2 0.34410 -0.49534 -0.44850
C3 -0.75743 -0.15646 0.30797
C4 -0.63269 -0.18974 1.81215
N1 -1.87164 -1.12023 -0.15440
O3 -2.84378 -1.15631 0.54531
O4 -1.66793 -1.71891 -1.16635
N2 -1.26532 1.23598 -0.15231
O5 -2.01869 1.79334 0.58931
O6 -0.87548 1.59217 -1.22682
H1 2.45737 -1.19976 -1.50321
H2 3.41441 0.28776 -1.20765
H3 2.10872 0.27185 -2.40586
H4 0.08211 0.56368 2.13791
H5 -1.60412 0.01694 2.25654
H6 -0.28828 -1.17155 2.13062

DFT (ωB97M-V/def2-TZVPD) results for one molecule with the formula C4H6N2OS at a distorted geometry.

HOMO (alpha / beta) (eV): -8.34 / -7.54

Positions of all 14 atoms, in Å:
C1 1.88610 0.31304 -1.00105
C2 0.01273 1.38338 -2.10228
C3 1.53696 0.72637 0.36269
C4 -1.83422 -0.35193 -0.02795
N1 1.00000 0.75928 -1.85117
N2 -0.69919 0.51099 0.37535
O1 0.43669 -0.16549 0.54858
S1 -1.28207 1.93235 -2.75880
H1 2.78527 -0.24405 -1.21491
H2 2.31988 0.42226 1.07999
H3 1.26025 1.70090 0.46919
H4 -1.59090 -1.03976 -0.82972
H5 -2.11269 -1.09380 0.81433
H6 -2.62102 0.26164 -0.22564

DFT (ωB97M-V/def2-TZVPD) results for a 2-piece molecular cluster, C4H6N2OS overall at a distorted geometry.

HOMO (eV): -9.32
SMILES: CS[C@H]1C=N1.N=C=O

Positions of all 14 atoms, in Å:
C1 0.13309 -1.19217 1.77751
S1 -0.36100 0.44286 1.45693
C2 -1.59060 0.01798 0.22491
C3 -1.38558 0.33298 -1.16336
N1 -1.07596 -0.83983 -0.92835
H1 0.92638 -0.98472 2.46405
H2 0.46726 -1.58460 0.85294
H3 -0.69390 -1.66706 2.26589
H4 -2.52441 -0.27267 0.54185
H5 -1.39847 1.11317 -1.93669
N2 2.10489 1.36415 -0.76123
C4 2.00111 1.01145 -1.87495
O1 1.91334 0.83016 -2.99497
H6 1.48385 1.42830 0.07549

DFT (ωB97M-V/def2-TZVPD) results for one molecule with the formula C4H6N2OS at a distorted geometry.

HOMO (alpha / beta) (eV): -7.03 / -8.11

Positions of all 14 atoms, in Å:
C1 -0.45622 1.33160 -0.85015
C2 -2.23849 -0.01155 -1.86159
C3 0.65289 1.27321 0.14105
C4 -0.83878 -1.11853 -0.35109
N1 -0.71844 2.37759 -1.48929
N2 -1.25049 0.07057 -1.07739
O1 -1.61677 2.54323 -2.35132
S1 -3.46537 -0.43944 -2.71453
H1 0.86584 2.28955 0.46581
H2 1.56654 0.86259 -0.29448
H3 0.38447 0.68348 1.01088
H4 -1.39144 -1.97218 -0.73990
H5 0.22654 -1.29245 -0.49091
H6 -1.05773 -1.01733 0.71195

DFT (ωB97M-V/def2-TZVPD) results for a 2-piece molecular cluster, C4H6N2OS overall at a distorted geometry.

HOMO (alpha / beta) (eV): -6.07 / -6.07

Positions of all 14 atoms, in Å:
C1 0.32818 -1.80037 0.19121
C2 1.70020 -1.36413 0.20885
C3 -0.41894 -0.67442 -0.04019
C4 0.26830 1.69022 -0.00349
N1 1.79949 -0.05391 0.24830
N2 0.47488 0.40477 0.05072
O1 1.29938 2.43755 0.05670
S1 -3.93320 -0.15162 -0.19571
H1 -0.10089 -2.81734 0.23551
H2 2.69350 -1.77055 0.30319
H3 -1.53083 -0.63230 -0.15723
H4 -0.69686 2.00653 0.05029
H5 2.04617 1.92409 0.20785
H6 -3.92938 0.80148 -1.15600

DFT (ωB97M-V/def2-TZVPD) results for one molecule with the formula C4H6N2OS at a distorted geometry.

HOMO (eV): -8.35
SMILES: NCc1nc(S)co1

Positions of all 14 atoms, in Å:
N1 -2.33930 -1.31335 -0.08291
C1 -1.89408 0.03067 0.04826
C2 -0.42420 0.17069 -0.09819
N2 0.45091 -0.75606 -0.09361
C3 1.67972 -0.07557 -0.09817
S1 3.21134 -0.85164 0.02482
C4 1.41127 1.26350 -0.04915
O1 0.07748 1.48127 -0.05478
H1 -1.68887 -1.74984 -0.89843
H2 -2.20411 -1.83803 0.84103
H3 -2.17842 0.90659 -0.55938
H4 -2.32187 0.40484 0.99958
H5 4.02021 0.31790 -0.24937
H6 2.19992 2.00900 0.27030

DFT (ωB97M-V/def2-TZVPD) results for one molecule with the formula C4H6N2OS at a distorted geometry.

HOMO (eV): -8.89
SMILES: C=C/C=C\N=S(=N)=O

Positions of all 14 atoms, in Å:
C1 1.52945 -0.72634 -1.07478
C2 1.58799 -0.83700 0.25175
C3 0.92939 0.00177 1.22810
C4 -0.07516 0.87143 1.02029
N1 -0.55349 1.23214 -0.20678
S1 -1.82438 0.71373 -0.87760
N2 -2.87797 -0.22313 -0.30337
O1 -2.07589 1.23226 -2.17607
H1 1.00052 0.07142 -1.56480
H2 2.05530 -1.42117 -1.70749
H3 2.19161 -1.62913 0.68191
H4 1.27681 -0.10608 2.24513
H5 -0.49758 1.40215 1.87017
H6 -2.66661 -0.58206 0.61355

DFT (ωB97M-V/def2-TZVPD) results for a 2-piece molecular cluster, C4H6N2OS overall at a distorted geometry.

HOMO (eV): -9.29

Positions of all 14 atoms, in Å:
C1 -1.79260 0.21296 1.70046
C2 -2.14471 0.44899 0.41153
C3 -0.39809 -0.19301 1.65766
C4 3.50118 1.86876 -0.14989
N1 -1.00200 0.41021 -0.31793
N2 0.00896 -0.06558 0.40233
O1 1.76666 1.30515 -1.87888
S1 1.90417 1.81885 -0.54051
H1 -2.55794 0.24432 2.49624
H2 -3.09773 0.85625 -0.14522
H3 0.25288 -0.48815 2.48117
H4 4.36475 1.56786 -0.87227
H5 -0.90346 0.33187 -1.37340
H6 3.84728 2.17731 0.82256

DFT (ωB97M-V/def2-TZVPD) results for a 4-piece molecular cluster, C4H6N2OS overall at a distorted geometry.

HOMO (eV): -9.35

Positions of all 14 atoms, in Å:
C1 -0.72099 1.94615 0.88045
C2 0.34730 -0.07617 0.30238
C3 0.66866 -1.06653 -0.99839
C4 2.00541 -1.29761 -1.45854
H1 -2.26737 1.46095 1.51263
H2 -0.53290 3.32312 0.10361
H3 0.59366 1.76743 1.84772
H4 1.35469 0.47799 0.59421
H5 0.04070 -0.76682 1.20174
H6 -1.77876 -0.78354 -0.27814
N1 -0.22537 -2.03077 -1.23339
N2 3.07422 -1.70791 -1.69340
O1 -0.78874 0.78810 -0.10981
S1 -1.77050 -2.03437 -0.67106

DFT (ωB97M-V/def2-TZVPD) results for C4H6N2OS as an isolated structure at a distorted geometry.

HOMO (eV): -8.26

Positions of all 14 atoms, in Å:
C1 0.19832 -1.63252 -0.09078
C2 0.48586 -1.09046 -1.21861
C3 0.33930 0.42363 -1.06547
C4 -0.13932 0.65706 0.24231
H1 -0.29370 0.04036 2.63961
H2 -1.56750 -0.63210 1.99992
H3 0.47375 -2.74074 0.25867
H4 1.01456 -1.61776 -2.14122
H5 1.35686 1.82353 -2.61841
H6 -0.19159 2.83661 0.53297
N1 -0.59566 -0.84825 2.11660
N2 -0.28662 -0.64939 0.77677
O1 -0.80524 1.74245 0.83544
S1 0.01096 1.68759 -2.26780

DFT (ωB97M-V/def2-TZVPD) results for C4H6N2OS2 as an isolated structure at a distorted geometry.

HOMO (eV): -9.01

Positions of all 15 atoms, in Å:
C1 1.88571 -0.62641 -0.78040
C2 3.04347 0.03720 -0.77063
C3 1.31359 -0.51658 0.49874
C4 -1.17544 0.12004 0.12166
N1 2.05907 0.01892 1.43618
N2 -0.82721 1.34489 0.67309
O1 -0.51172 -2.56132 0.43031
S1 3.45744 0.58786 0.84249
S2 -0.33386 -1.25458 1.02147
H1 1.34297 -0.96488 -1.72307
H2 3.75290 0.41778 -1.57618
H3 -2.19538 -0.20706 0.33273
H4 -0.87947 0.07115 -0.92851
H5 0.23998 1.30115 0.91780
H6 -1.32638 1.44488 1.61819

DFT (ωB97M-V/def2-TZVPD) results for one molecule with the formula C4H6N2S at a distorted geometry.

HOMO (eV): -7.67
SMILES: Cn1[nH]ccc1=S

Positions of all 13 atoms, in Å:
C1 0.81784 1.65113 -0.00688
N1 0.10951 0.33057 -0.03889
N2 -1.14612 0.18429 -0.23332
C2 -1.41736 -1.09819 -0.07795
C3 -0.24651 -1.76047 -0.06837
C4 0.74594 -0.82643 -0.12004
S1 2.29540 -0.88897 -0.06786
H1 0.42851 2.35599 0.79434
H2 0.70886 2.41203 -0.89836
H3 2.04121 1.43054 -0.01162
H4 -1.89561 0.52122 0.35335
H5 -2.40569 -1.38928 0.16658
H6 -0.03597 -2.92243 0.20903

DFT (ωB97M-V/def2-TZVPD) results for one molecule with the formula C4H6N2S at a distorted geometry.

HOMO (eV): -9.36
SMILES: N#C[C@@H]1NC[C@H]1S

Positions of all 13 atoms, in Å:
N1 -3.00922 -0.74474 -0.38627
C1 -1.92287 -0.55750 0.12425
C2 -0.52556 -0.34825 0.72787
N2 -0.31454 1.23096 0.92026
C3 -0.15516 1.26976 -0.70074
C4 0.41227 -0.20635 -0.59468
S1 2.25111 -0.35025 -0.06435
H1 -0.12462 -1.14637 1.62708
H2 -1.22728 1.55105 1.31404
H3 -1.12164 1.31723 -1.37062
H4 0.40810 2.15247 -0.96610
H5 0.36175 -0.95598 -1.60970
H6 2.10012 -1.66383 0.95676

DFT (ωB97M-V/def2-TZVPD) results for one molecule with the formula C4H6N2S at a distorted geometry.

HOMO (eV): -9.11
SMILES: CN(C)C(=S)C#N

Positions of all 13 atoms, in Å:
C1 0.81108 0.65781 1.04350
N1 0.64798 0.39108 -0.33869
C2 -0.59009 -0.01978 -0.93946
C3 1.95672 0.34665 -1.12184
S1 3.37235 0.34842 -0.33726
C4 1.81404 0.56851 -2.51574
N2 1.64044 0.98235 -3.55953
H1 0.94287 1.74754 1.26213
H2 -0.02812 0.11890 1.43788
H3 1.79617 0.03977 1.38904
H4 -0.43127 -0.97839 -1.43099
H5 -1.57020 -0.15653 -0.28736
H6 -1.07104 0.66636 -1.64609

DFT (ωB97M-V/def2-TZVPD) results for one molecule with the formula C4H6N2S at a distorted geometry.

HOMO (eV): -8.23
SMILES: Cc1c[nH]c(S)n1

Positions of all 13 atoms, in Å:
C1 0.58399 1.74336 -2.25943
C2 0.38405 0.60493 -1.28886
C3 0.57814 -0.70493 -1.43523
N1 0.20689 -1.27820 -0.23068
C4 -0.16192 -0.24708 0.57972
S1 -0.72035 -0.42982 2.24398
N2 -0.11541 0.92366 -0.02883
H1 0.93513 1.42870 -3.24497
H2 -0.29690 2.35586 -2.42582
H3 1.30240 2.45787 -1.84694
H4 0.94166 -1.24740 -2.28720
H5 0.29606 -2.27213 -0.02379
H6 -0.59874 -1.74171 2.16431

DFT (ωB97M-V/def2-TZVPD) results for one molecule with the formula C4H6N2S at a distorted geometry.

HOMO (eV): -8.87
SMILES: [H]/N=C(\N)C(=S)C=C

Positions of all 13 atoms, in Å:
H1 -0.75319 1.23128 -2.36350
N1 -0.18678 0.86510 -1.72568
C1 -0.90439 0.53951 -0.76529
N2 -2.22344 0.51220 -0.76429
C2 -0.08918 -0.10529 0.34795
S1 -0.78501 -1.47945 1.18551
C3 1.37685 -0.12068 0.47187
C4 2.08149 -0.78009 1.44260
H2 -2.57179 0.01307 0.25960
H3 -2.77619 0.37703 -1.66796
H4 1.88821 0.66956 -0.18809
H5 1.72215 -1.33459 2.43943
H6 3.22127 -0.38766 1.32785

DFT (ωB97M-V/def2-TZVPD) results for a 2-piece molecular cluster, C4H6N2S overall at a distorted geometry.

HOMO (eV): -8.79
SMILES: [H]/N=C/C=C.N=C=S

Positions of all 13 atoms, in Å:
H1 0.12933 1.47892 -2.09640
N1 0.24180 1.03855 -1.22186
C1 0.08482 -0.23055 -1.31883
C2 0.15347 -1.12773 -0.21718
C3 0.01736 -2.41757 -0.19978
H2 0.03321 -0.57449 -2.35597
H3 0.47953 -0.66067 0.67569
H4 0.20263 -2.93388 0.74837
H5 -0.45098 -3.18771 -0.96109
N2 0.43153 2.14021 1.21681
C4 -0.40389 2.39007 2.04069
S1 -1.26807 2.42635 3.37443
H6 0.34926 1.65849 0.31511

Molar mass values, unit g/mol, following the record order: 130.10 162.17 178.10 178.10 130.17 130.17 130.17 130.17 130.17 130.17 130.17 130.17 130.17 162.24 114.17 114.17 114.17 114.17 114.17 114.17.
ΔE to the lowest compared entry with this formula, charge and spin values, unit kJ/mol, following the record order: 179.8 121.1 354.4 0.0 629.4 363.0 539.1 529.5 282.8 479.7 374.0 1131.7 523.9 163.7 377.1 485.8 262.3 30.3 382.0 211.4.